(1)
Formula: C32H56Cl3F3N2NbO15
Source: OMol25
Level of theory: ωB97M-V with the def2-TZVPD basis set

```
! wB97M-V def2-TZVPD RIJCOSX def2/J DEFGRID3
* xyz -1 1
H 1.98 4.77 -5.26
H -2.99 -5.54 1.50
N 0.29 -2.09 -0.32
C 4.62 4.77 -4.94
C 1.82 2.35 -6.77
O 3.74 5.83 -4.41
H -0.02 2.22 0.89
C 2.28 -4.42 -3.94
C -4.59 -0.70 -0.56
O 1.28 1.75 -7.88
H -0.32 4.73 -0.38
H 1.06 -0.04 1.39
C -2.64 -4.74 2.32
H -2.39 1.03 9.72
O 0.20 -2.10 4.15
H -0.92 -6.94 1.58
H -0.29 4.00 -7.36
O 1.04 -4.12 -3.34
H 4.70 1.60 -2.66
C 0.08 2.62 -1.41
Cl -4.36 2.05 0.15
H 2.57 -3.66 -4.67
C 0.40 -5.31 -3.15
H 1.50 4.25 -0.45
H 2.93 4.65 -2.16
C 0.69 -1.56 3.04
H -1.71 1.16 6.87
H 0.09 2.53 -2.59
H 0.96 1.94 -1.03
H -1.81 -3.70 0.47
H 0.23 -2.77 -1.14
H 5.93 6.49 -5.95
C -1.79 -3.48 1.62
C 2.02 -5.74 -4.57
C -1.63 -5.54 3.36
C 5.22 1.29 -1.75
H -3.44 -1.14 10.94
Cl -6.18 -0.12 -1.39
H -0.67 -3.70 1.95
O 3.97 1.98 0.00
C -4.04 -0.59 10.09
H -3.79 2.00 7.94
H -4.61 -1.43 9.47
H 0.35 -5.66 2.12
H -1.18 1.53 4.24
F 3.14 -6.50 -4.59
C 2.02 4.53 -2.91
H -3.64 -2.13 2.07
O 4.58 0.16 -1.19
H 2.05 3.39 -3.25
C -3.74 0.26 0.15
C 3.70 0.67 -0.29
C -2.96 0.19 9.13
N -2.62 0.69 6.66
H -3.49 2.25 5.27
H 6.01 2.19 0.05
H -1.80 2.80 1.11
F -1.37 2.91 -6.07
H -3.59 -4.32 2.86
C 0.28 -0.19 2.28
H 0.49 0.74 3.00
H -1.01 -4.68 3.91
H -0.13 -0.14 -1.05
C 5.18 2.30 -0.65
H -0.60 2.02 -8.72
C -3.15 1.13 5.32
H 0.08 -7.16 3.24
H 5.26 4.36 -4.01
H 1.26 -1.72 -0.36
O 1.09 -6.35 -3.71
H 1.66 6.35 -4.27
H -4.85 -2.71 -1.57
C 0.48 4.17 -1.05
F 6.50 0.95 -2.04
H -4.79 0.19 10.58
H -2.26 -2.06 3.32
H -0.52 0.93 -7.31
H -4.08 0.42 5.08
C -1.14 1.97 0.56
C -0.12 1.86 -7.74
H -2.21 -1.73 9.01
O 2.77 0.04 0.19
C -4.23 -2.26 -0.64
O -2.72 0.84 2.89
C -0.27 3.03 -6.84
O -1.25 2.19 -0.88
Nb -1.77 -0.14 1.27
H -4.65 0.26 7.57
H 3.06 -4.47 -3.16
C -2.45 -2.11 2.15
O -0.66 -5.43 -2.56
O 0.87 2.96 -6.01
C 5.75 5.33 -6.02
Cl 2.15 -2.54 2.34
H 5.17 3.32 -1.03
C -3.64 0.85 7.77
H -4.71 -2.81 0.31
H 1.60 -5.68 -5.58
H 5.49 5.04 -7.13
C 2.34 5.39 -4.31
H 6.78 4.78 -5.77
H -1.64 -0.33 4.47
O 3.01 2.35 -6.51
H -2.18 -6.18 4.17
C -0.76 -1.05 -0.59
C -0.47 -6.41 2.53
H -1.51 -1.32 -1.46
H 4.07 3.89 -5.48
O -1.97 -0.81 8.68
O 0.72 4.93 -2.31
H -3.13 -2.58 -0.81
C -2.02 0.73 4.15
*
```

Output
HOMO level   -4.48 eV
LUMO level   0.0550 Ha
Electronic energy   -115039.589 eV

---

(2)
Formula: C15H28F6N3O2SbW
Source: OMol25
Level of theory: ωB97M-V with the def2-TZVPD basis set

```
! wB97M-V def2-TZVPD RIJCOSX def2/J DEFGRID3
* xyz 3 2
H -2.59 -3.01 0.31
H 1.75 0.99 -2.25
H -3.68 -1.45 -1.38
F -0.72 -3.56 -2.95
C 3.03 -0.70 -0.56
H -1.28 -1.92 0.48
H -2.13 1.32 1.04
C -3.12 -1.17 1.34
H -0.40 2.22 -3.62
N 0.73 1.00 -2.29
H 0.57 -2.19 3.56
H -1.92 -0.01 -2.42
C -2.61 -1.49 -1.17
F -0.57 -1.18 -3.84
O -0.65 2.09 -0.53
H -2.74 0.60 -1.16
H 0.32 -0.78 4.64
C 1.24 1.07 2.88
H 3.98 -0.81 -0.03
C 1.44 3.38 1.90
H 2.32 1.96 -0.19
H -2.15 -2.15 -1.89
O -1.01 4.05 -1.60
F 0.27 -1.33 -1.20
H 1.93 -1.42 4.36
C 1.20 -0.31 2.73
H -3.87 -0.49 0.91
F 1.91 -1.18 -3.63
C 1.50 -0.87 1.44
H -3.68 -1.84 1.98
H 1.08 2.97 -3.04
C 2.09 -0.09 0.44
H 3.23 -0.06 -1.42
H 1.53 -1.95 1.34
H 1.07 1.52 3.85
C 1.49 1.90 1.78
Sb 0.69 -2.60 -3.68
W -0.12 0.30 -0.37
H 0.65 3.72 2.57
H -0.88 1.22 2.04
N -2.04 -0.10 -1.40
C -2.37 -1.95 0.26
C 0.96 -1.23 3.88
H 2.39 3.71 2.34
N -1.43 0.67 1.39
F 0.88 -3.21 -5.37
H 0.50 0.28 -2.98
F 1.83 -3.50 -2.55
H 2.71 -1.68 -0.91
C -2.17 -0.38 2.21
C 0.25 2.33 -2.75
H -1.42 -1.03 2.66
C 1.86 1.30 0.54
C -0.53 2.99 -1.64
H -2.69 0.15 3.01
H 1.35 3.88 0.93
*
```

Output
HOMO level (alpha / beta)   -20.03 / -20.20 eV
LUMO level (alpha / beta)   -0.4671 / -0.4610 Ha
Electronic energy   -49218.965 eV
Energy relative to the best compared isomer or geometry (same formula, charge and spin)   28.4 kJ/mol
Expectation value of S²   0.759

---

Please write out number 1 again, unchanged.
Formula: C32H56Cl3F3N2NbO15
Source: OMol25
Level of theory: ωB97M-V with the def2-TZVPD basis set

```
! wB97M-V def2-TZVPD RIJCOSX def2/J DEFGRID3
* xyz -1 1
H 1.98 4.77 -5.26
H -2.99 -5.54 1.50
N 0.29 -2.09 -0.32
C 4.62 4.77 -4.94
C 1.82 2.35 -6.77
O 3.74 5.83 -4.41
H -0.02 2.22 0.89
C 2.28 -4.42 -3.94
C -4.59 -0.70 -0.56
O 1.28 1.75 -7.88
H -0.32 4.73 -0.38
H 1.06 -0.04 1.39
C -2.64 -4.74 2.32
H -2.39 1.03 9.72
O 0.20 -2.10 4.15
H -0.92 -6.94 1.58
H -0.29 4.00 -7.36
O 1.04 -4.12 -3.34
H 4.70 1.60 -2.66
C 0.08 2.62 -1.41
Cl -4.36 2.05 0.15
H 2.57 -3.66 -4.67
C 0.40 -5.31 -3.15
H 1.50 4.25 -0.45
H 2.93 4.65 -2.16
C 0.69 -1.56 3.04
H -1.71 1.16 6.87
H 0.09 2.53 -2.59
H 0.96 1.94 -1.03
H -1.81 -3.70 0.47
H 0.23 -2.77 -1.14
H 5.93 6.49 -5.95
C -1.79 -3.48 1.62
C 2.02 -5.74 -4.57
C -1.63 -5.54 3.36
C 5.22 1.29 -1.75
H -3.44 -1.14 10.94
Cl -6.18 -0.12 -1.39
H -0.67 -3.70 1.95
O 3.97 1.98 0.00
C -4.04 -0.59 10.09
H -3.79 2.00 7.94
H -4.61 -1.43 9.47
H 0.35 -5.66 2.12
H -1.18 1.53 4.24
F 3.14 -6.50 -4.59
C 2.02 4.53 -2.91
H -3.64 -2.13 2.07
O 4.58 0.16 -1.19
H 2.05 3.39 -3.25
C -3.74 0.26 0.15
C 3.70 0.67 -0.29
C -2.96 0.19 9.13
N -2.62 0.69 6.66
H -3.49 2.25 5.27
H 6.01 2.19 0.05
H -1.80 2.80 1.11
F -1.37 2.91 -6.07
H -3.59 -4.32 2.86
C 0.28 -0.19 2.28
H 0.49 0.74 3.00
H -1.01 -4.68 3.91
H -0.13 -0.14 -1.05
C 5.18 2.30 -0.65
H -0.60 2.02 -8.72
C -3.15 1.13 5.32
H 0.08 -7.16 3.24
H 5.26 4.36 -4.01
H 1.26 -1.72 -0.36
O 1.09 -6.35 -3.71
H 1.66 6.35 -4.27
H -4.85 -2.71 -1.57
C 0.48 4.17 -1.05
F 6.50 0.95 -2.04
H -4.79 0.19 10.58
H -2.26 -2.06 3.32
H -0.52 0.93 -7.31
H -4.08 0.42 5.08
C -1.14 1.97 0.56
C -0.12 1.86 -7.74
H -2.21 -1.73 9.01
O 2.77 0.04 0.19
C -4.23 -2.26 -0.64
O -2.72 0.84 2.89
C -0.27 3.03 -6.84
O -1.25 2.19 -0.88
Nb -1.77 -0.14 1.27
H -4.65 0.26 7.57
H 3.06 -4.47 -3.16
C -2.45 -2.11 2.15
O -0.66 -5.43 -2.56
O 0.87 2.96 -6.01
C 5.75 5.33 -6.02
Cl 2.15 -2.54 2.34
H 5.17 3.32 -1.03
C -3.64 0.85 7.77
H -4.71 -2.81 0.31
H 1.60 -5.68 -5.58
H 5.49 5.04 -7.13
C 2.34 5.39 -4.31
H 6.78 4.78 -5.77
H -1.64 -0.33 4.47
O 3.01 2.35 -6.51
H -2.18 -6.18 4.17
C -0.76 -1.05 -0.59
C -0.47 -6.41 2.53
H -1.51 -1.32 -1.46
H 4.07 3.89 -5.48
O -1.97 -0.81 8.68
O 0.72 4.93 -2.31
H -3.13 -2.58 -0.81
C -2.02 0.73 4.15
*
```

Output
HOMO level   -4.48 eV
LUMO level   0.0550 Ha
Electronic energy   -115039.589 eV